Entry 1:
The following is a DFT calculation (ωB97M-V/def2-TZVPD) of the molecule C4H4N2O3 at a distorted geometry.

Properties
HOMO-LUMO gap = 10.99 eV
multiplicity = 1
total charge = 0
SMILES = O=C1O/N=C\C/C=N\O1
strongest force on any atom = 2.70 eV Å⁻¹

```
13
C4H4N2O3 | the OMol25 dataset | ωB97M-V/def2-TZVPD
O -0.889 -1.053 2.436
C -1.112 -0.649 1.358
O -1.001 -1.302 0.191
N 0.358 -1.798 0.005
C 1.136 -0.843 -0.309
C 0.876 0.661 -0.477
C -0.513 0.982 -0.956
N -1.570 1.053 -0.283
O -1.392 0.741 1.090
H 2.172 -1.147 -0.367
H 1.610 1.024 -1.197
H 1.005 1.128 0.520
H -0.681 1.203 -2.011
```

---

Entry 2:
The following is a DFT calculation (ωB97M-V/def2-TZVPD) of C32H37N3O2OsSSb as an isolated structure at a distorted geometry.

Properties
HOMO-LUMO gap (spin up / spin down) = 7.07 / 6.13 eV
multiplicity = 5
total charge = +1
strongest force on any atom = 3.87 eV Å⁻¹

```
77
C32H37N3O2OsSSb | the OMol25 dataset | ωB97M-V/def2-TZVPD
Os -0.516 -1.031 -0.022
O -0.973 -3.520 1.266
C -1.871 -3.317 2.041
C -3.144 -4.153 1.984
C -4.094 -4.034 2.937
C -3.962 -2.961 3.873
C -3.064 -1.969 3.717
C -1.998 -2.077 2.899
C -0.951 -1.138 3.022
N -0.014 -1.119 2.158
N 1.204 -0.645 2.505
C 2.022 -0.681 1.460
O 1.616 -1.034 0.251
C 3.343 -0.155 1.682
C 4.366 -0.374 0.717
C 5.553 0.314 0.868
C 5.745 1.219 1.886
C 4.714 1.421 2.822
C 3.560 0.706 2.774
H -3.175 -4.872 1.222
H -4.825 -4.834 3.003
H -4.656 -2.906 4.727
H -3.084 -1.194 4.435
H -0.831 -0.654 3.943
H 4.157 -0.974 -0.149
H 6.205 0.331 0.005
H 6.750 1.651 1.912
H 5.040 2.040 3.627
H 2.849 0.741 3.577
S -4.349 -2.229 -1.913
C -4.787 -0.938 -0.762
C -3.729 -0.505 -0.128
C -2.473 -1.096 -0.493
C -2.734 -2.019 -1.538
C -1.621 -2.719 -2.142
C -1.642 -3.637 -3.193
C -0.395 -4.053 -3.656
C 0.801 -3.787 -3.028
C 0.754 -2.916 -1.972
N -0.418 -2.376 -1.605
H -5.792 -0.548 -0.755
H -3.813 0.221 0.680
H -2.549 -3.871 -3.770
H -0.397 -4.653 -4.558
H 1.693 -4.276 -3.399
H 1.549 -2.708 -1.295
C 1.937 3.477 -1.876
C 1.973 2.039 -1.339
C 2.564 0.989 -2.320
Sb 0.049 1.546 -0.611
C -0.033 3.011 0.942
C 1.263 3.598 1.444
C -0.770 2.387 2.101
C -1.453 2.078 -2.026
C -1.298 1.159 -3.190
C -1.578 3.462 -2.611
H 2.941 3.822 -2.011
H 1.348 4.238 -1.344
H 1.582 3.482 -2.971
H 2.590 2.002 -0.460
H 2.309 0.990 -3.375
H 2.397 0.005 -1.852
H 3.690 1.037 -2.404
H -0.523 3.866 0.482
H 1.879 2.799 1.849
H 1.022 4.287 2.247
H 1.835 4.139 0.668
H -0.149 1.605 2.472
H -1.747 1.943 1.888
H -0.993 3.182 2.917
H -2.422 1.906 -1.399
H -0.508 1.595 -3.786
H -2.182 1.078 -3.838
H -1.067 0.108 -2.923
H -0.587 3.872 -2.945
H -1.906 4.125 -1.865
H -2.221 3.506 -3.478
```

---

Entry 3:
The following is a DFT calculation (ωB97M-V/def2-TZVPD) of the molecule C6H7N.

Properties
HOMO-LUMO gap = 9.62 eV
multiplicity = 1
total charge = 0
SMILES = C[C@@]12C=C[C@H]3[C@@H]1N32
strongest force on any atom = 0.56 eV Å⁻¹

```
14
C6H7N | the OMol25 dataset | ωB97M-V/def2-TZVPD
C -0.598 1.846 -0.098
C -0.108 0.431 0.041
C -0.229 -0.442 1.279
C 0.351 -1.590 0.934
C 0.909 -1.332 -0.437
C -0.042 -0.464 -1.147
N 1.187 0.124 -0.632
H -1.675 1.907 0.087
H -0.408 2.198 -1.118
H -0.083 2.523 0.590
H -0.724 -0.168 2.203
H 0.287 -2.577 1.374
H 1.626 -1.970 -0.944
H -0.493 -0.485 -2.131
```